Entry 1:
{"formula": "C2H3N3O2", "method": "ωB97M-V/def2-TZVPD", "homo_energy_ev": -10.2, "gap_ev": 10.19, "smiles": "O=c1nc[nH]n1O", "species": ["N", "H", "N", "C", "N", "O", "O", "C", "H", "H"], "positions_angstrom": [[0.84273, 1.07844, -0.87342], [-0.58457, 0.62834, 1.87208], [0.24042, -1.04969, -0.05352], [-0.53381, 1.07478, -0.22122], [-0.88888, -0.35211, 0.11447], [-1.03244, 1.94673, 0.34780], [-0.98495, -0.40214, 1.50535], [1.16726, -0.22634, -0.76057], [-0.09467, -2.03632, -0.58002], [1.86890, -0.66171, -1.35095]], "mulliken_charge": [-0.438, 0.361, -0.220, 0.376, 0.034, -0.400, -0.447, -0.031, 0.337, 0.427]}

Entry 2:
{"formula": "C5H8N", "method": "ωB97M-V/def2-TZVPD", "homo_energy_ev": -12.8, "charge": 1, "gap_ev": 8.20, "species": ["H", "N", "C", "C", "H", "C", "H", "C", "H", "H", "C", "H", "H", "H"], "positions_angstrom": [[1.55168, -1.98502, 1.13463], [1.91709, -0.20124, 0.16819], [-2.16622, 0.27708, 0.33408], [1.80102, -0.91800, 1.16577], [-2.28666, -0.77733, 0.33157], [-0.05304, 0.52102, -0.96625], [1.97840, -0.69001, 2.26066], [1.46922, 0.31527, -0.81495], [-0.17657, 1.57372, -1.09388], [-0.09565, -0.05180, -2.00746], [-0.80509, 0.08326, 0.17834], [-2.46795, 0.47513, 1.41253], [-2.86032, 0.88257, -0.44263], [2.19408, 0.49534, -1.66060]], "mulliken_charge": [0.290, 0.099, -0.749, -0.162, 0.296, -0.126, 0.273, -0.231, 0.316, 0.326, -0.315, 0.319, 0.284, 0.381]}

Entry 3:
{"formula": "C6H10", "method": "ωB97M-V/def2-TZVPD", "homo_energy_ev": -9.1, "gap_ev": 10.38, "smiles": "C1CC2(C1)CC2", "species": ["C", "H", "H", "H", "H", "C", "H", "C", "H", "H", "H", "C", "C", "C", "H", "H"], "positions_angstrom": [[1.45786, -1.12700, 0.49495], [-0.47905, -2.07215, 0.68788], [1.21557, 1.75513, -0.45300], [-0.22918, -0.83791, 2.02089], [1.94755, -1.97775, 0.03150], [-0.95546, -0.22635, -0.92158], [-0.80972, 1.80145, -1.76547], [0.33576, -0.26871, -0.06210], [-1.03148, -0.68279, -1.90805], [0.32825, 1.62616, 1.07265], [-1.77087, -0.63237, -0.30759], [0.37090, 1.25453, 0.04329], [0.09336, -1.22257, 1.06492], [-0.92678, 1.31455, -0.79757], [-1.77623, 1.75398, -0.26759], [2.11795, -0.51903, 1.11534]], "mulliken_charge": [-0.526, 0.273, 0.225, 0.269, 0.259, -0.768, 0.232, 0.771, 0.365, 0.308, 0.257, -0.837, -0.925, -0.415, 0.270, 0.240]}

Entry 4:
{"formula": "C32H26FeN3O6SSbSe5", "method": "ωB97M-V/def2-TZVPD", "homo_energy_ev": [-1.9, -1.9], "multiplicity": 5, "charge": -2, "gap_ev": [5.05, 5.23], "species": ["O", "H", "C", "C", "H", "C", "C", "C", "C", "C", "C", "C", "N", "H", "Fe", "H", "O", "C", "C", "C", "N", "C", "H", "Se", "C", "C", "H", "C", "C", "H", "H", "C", "C", "Se", "H", "H", "H", "H", "C", "C", "C", "O", "H", "H", "S", "H", "H", "H", "C", "Sb", "H", "C", "N", "H", "H", "O", "H", "C", "C", "O", "H", "C", "H", "H", "H", "H", "C", "Se", "C", "O", "C", "Se", "Se", "C", "C"], "positions_angstrom": [[0.87938, -3.62043, -8.39726], [2.92895, 0.61907, 7.08153], [1.96492, -2.19138, -5.19087], [3.19221, -1.38718, 0.00272], [2.60211, 5.60459, 0.33411], [1.38790, 3.10592, -2.23401], [0.13418, -0.92264, 1.71342], [4.06502, -0.46545, 0.58346], [1.70557, -3.23836, -7.39272], [-3.90714, 0.77289, 2.81556], [-0.22515, -2.08905, -6.19913], [1.11590, -2.49231, -6.26422], [3.00731, 4.65463, -1.43664], [-0.75421, 1.32567, 5.04795], [-0.84901, 0.38981, -0.80409], [0.63408, 1.53830, 7.05680], [2.87694, -3.52822, -7.45624], [-0.12143, 0.26747, 2.68368], [0.59444, 3.36508, -1.13215], [0.15535, -1.19282, -4.02770], [5.51687, -2.06899, 1.62134], [3.65662, 0.86653, 0.63017], [2.99952, -2.49698, -5.23896], [-6.19664, 2.53330, 0.36533], [1.50364, -1.52412, -4.08179], [-1.96849, -0.95295, 3.79966], [0.41811, 4.49304, 0.70911], [1.03553, 1.05291, 6.18110], [-4.27845, -0.35228, 3.53739], [-1.19631, -1.62556, 4.15665], [-0.91717, -2.25243, -7.01827], [2.21973, 4.89968, -0.39792], [2.42211, 1.19745, 0.13732], [-2.63651, 0.80395, -0.78427], [6.38380, -2.30696, 2.07404], [2.18313, -1.27274, -3.26913], [0.01376, 2.21875, 2.43371], [-0.04039, -3.37856, -8.22622], [-3.30544, -1.19477, 4.05172], [2.32312, 0.54524, 6.18994], [-0.71386, -1.45525, -5.08157], [0.15525, 1.43221, 1.88418], [-4.70124, 1.42962, 2.43309], [3.41216, -2.44276, -0.05423], [-0.46357, -0.38252, -2.65820], [1.32550, -1.64056, -0.99567], [-1.75392, -1.16156, -5.00977], [1.10218, 2.37088, -2.99396], [0.75705, 0.31865, 3.90870], [-4.88577, 0.77266, -0.62473], [2.07603, 2.22058, 0.23736], [-2.56292, 1.02383, 2.57229], [1.59981, 0.33325, -0.46140], [4.28146, 1.62979, 1.06796], [3.84060, -0.45746, 5.05352], [0.91226, -1.82729, 1.93741], [-5.33280, -0.57768, 3.62173], [1.00562, 4.28874, -0.18470], [5.40164, -0.80873, 1.12516], [-0.56106, -0.82915, 0.64298], [-3.58707, -2.06626, 4.62351], [-1.58943, 0.14753, 3.03498], [-2.27676, 1.88683, 1.93170], [3.24516, 3.57948, -3.17094], [4.70574, -2.63334, 1.80919], [2.47441, -0.61374, 3.02345], [2.83426, -0.05826, 5.05490], [-0.94113, 2.33377, -0.81357], [2.06226, -0.15152, 3.90893], [6.33316, -0.02593, 1.10798], [2.58329, 3.77807, -2.33269], [-6.11204, 0.73022, -2.70255], [-6.22472, -0.78157, 0.66133], [2.00550, -0.93674, -0.52462], [0.25511, 0.93989, 5.04814]], "mulliken_charge": [-0.511, 0.372, -0.644, -0.965, 0.368, -0.051, -0.350, 0.729, 0.683, -0.906, -0.759, 0.839, -0.712, 0.414, 0.136, 0.390, -0.608, 2.614, -0.094, 0.428, -0.358, -1.222, 0.441, -0.575, -0.453, 0.023, 0.375, -0.782, -0.623, 0.442, 0.144, -0.324, -0.039, 0.389, 0.233, 0.450, 0.465, 0.286, -0.996, -0.452, -1.270, -0.408, 0.775, 0.419, 0.328, 1.005, 0.531, 0.341, -0.466, 0.662, 0.201, -0.491, 0.800, 0.530, 0.403, -0.653, 0.456, -0.218, -0.070, -0.540, 0.382, -0.304, 0.463, 0.396, 0.215, 0.324, -0.831, -0.063, -0.317, -0.654, -0.386, -0.710, -0.531, -0.830, -0.288]}

Entry 5:
{"formula": "C23H19FN2O4", "method": "ωB97M-V/def2-TZVPD", "homo_energy_ev": -9.1, "gap_ev": 8.51, "smiles": "CC(C)[C@H]1NC2(C(=O)c3ccccc3C2=O)[C@@H]2C(=O)N(c3ccc(F)cc3)C(=O)[C@H]12", "species": ["C", "N", "H", "C", "H", "C", "C", "C", "C", "H", "O", "C", "H", "O", "F", "C", "C", "H", "H", "H", "H", "O", "C", "C", "C", "C", "C", "C", "C", "C", "H", "H", "C", "H", "C", "C", "N", "C", "H", "H", "C", "H", "H", "H", "H", "H", "C", "O", "H"], "positions_angstrom": [[4.84234, 1.61589, 1.05310], [-2.19079, -1.06529, -0.23625], [-3.10690, 5.74373, 0.07140], [-3.08365, 3.65685, 0.53222], [-2.18545, -3.60557, 0.75249], [0.61390, 0.62568, 1.28562], [-2.54883, -3.71465, -1.36290], [-2.47092, 2.44878, 0.24220], [3.49859, -0.07220, -0.70841], [0.22065, -4.32088, 0.62293], [1.98697, -2.39454, 0.30518], [-1.10019, -2.03034, -0.21375], [-3.87347, 3.70369, 1.26596], [-3.60886, 0.79152, 1.57601], [6.63622, 1.69512, -0.46739], [1.24967, -1.51808, 0.66004], [-1.66308, 0.18092, 0.26430], [-2.95449, -4.72235, -1.31743], [5.38009, 2.27334, 1.71726], [0.10492, -4.35356, -1.12818], [3.12399, 1.42299, 2.31103], [0.70575, 1.80429, 1.51503], [-1.00806, 3.50974, -1.37174], [-1.61719, -3.46918, -0.17702], [-1.44161, 2.37535, -0.70648], [-0.46295, -4.46697, -0.20835], [-0.93587, 0.99923, -0.81787], [-0.63663, -0.21688, 1.38509], [-1.62363, 4.71712, -1.07623], [-2.64720, 4.78949, -0.13879], [-0.34898, -2.35177, 1.82653], [-2.94930, -1.36851, 0.37282], [2.92058, 0.29518, 0.50011], [2.96433, -0.71769, -1.38592], [4.75733, 0.39546, -1.03515], [-0.21623, -1.63356, 1.01560], [1.62923, -0.18905, 0.83111], [3.58758, 1.13687, 1.38080], [-1.10648, -0.11664, 2.36545], [-0.20914, 3.44364, -2.09379], [-2.73472, 1.12272, 0.81522], [-3.37143, -3.00537, -1.36605], [-1.30243, 5.61648, -1.58021], [-2.00092, -3.60448, -2.29527], [5.23008, 0.12312, -1.96506], [-0.84864, -5.48259, -0.16357], [5.41016, 1.23361, -0.14891], [-0.09502, 0.57954, -1.57185], [-0.51934, -1.88021, -1.13092]], "mulliken_charge": [-0.768, -0.558, 0.407, -0.624, 0.422, -0.121, -1.597, 0.210, -0.152, 0.325, -0.592, -0.576, 0.506, -0.629, -0.330, -0.030, 2.439, 0.456, 0.435, 0.342, 0.411, -0.617, -0.527, 0.561, 0.166, -1.459, -0.320, -0.390, -0.553, -0.464, 0.603, 0.484, -0.025, 0.442, -0.759, -0.231, 0.480, -0.167, 0.690, 0.517, -0.571, 0.365, 0.409, 0.357, 0.420, 0.459, 0.382, -0.605, 0.378]}

Entry 6:
{"formula": "C4H7NS", "method": "ωB97M-V/def2-TZVPD", "homo_energy_ev": -9.1, "gap_ev": 9.80, "smiles": "CC/N=C1/CS1", "species": ["H", "H", "H", "C", "H", "N", "H", "H", "C", "H", "S", "C", "C"], "positions_angstrom": [[0.19587, -0.69663, -3.59894], [0.54924, 1.32665, 0.64066], [-0.37401, -1.35515, 1.17497], [-0.05198, 0.31105, -1.59495], [-1.03072, 1.10585, 1.12030], [-0.68213, 0.13196, -0.52991], [-0.15880, -0.57827, 2.66540], [-0.73218, 0.86976, -3.43775], [0.16802, -0.51961, 1.59715], [1.19215, -0.69606, 1.43557], [1.34531, 1.11023, -2.16406], [-0.13364, 0.20156, -2.99718], [-0.22084, 0.65083, 0.71284]], "mulliken_charge": [0.241, 0.397, 0.339, 0.521, 0.352, -0.545, 0.313, 0.263, -1.085, 0.309, -0.171, -0.556, -0.379]}